Record 1
# C9H19BNO2

2 unconnected molecules or ions with the total composition C9H19BNO2 at a distorted geometry (wB97M-V/def2-TZVPD, OMol25).

Geometry as XYZ:
```
32
Properties=species:S:1:pos:R:3:lowdin_charge:R:1
B -0.1668 -1.5671 -0.1890 -0.4165
C 4.5707 0.8702 0.6346 -0.0306
C 3.6194 0.1848 1.5213 -0.0137
C -1.2317 0.3803 -0.3110 -0.3770
C -2.2696 -0.7351 0.0085 -0.4099
C -1.5414 1.1342 -1.6956 0.0268
C -1.1473 1.4813 0.8046 0.0170
C -3.2059 -1.0400 -1.0954 -0.0468
C -3.0551 -0.6995 1.2713 -0.0100
C 3.2025 -0.8379 -0.7932 0.1315
N 4.0896 -0.4682 0.2840 -0.1281
O 0.0758 -0.2914 -0.5205 0.0631
O -1.3452 -1.9448 0.1766 0.1483
H 4.0877 1.6362 -0.0005 0.1449
H 5.7111 0.8968 0.7602 0.1696
H 4.0674 -0.3289 2.3493 0.1315
H 2.6581 0.6950 1.6009 0.1449
H -2.3314 1.7592 -1.3474 0.0751
H -1.9959 0.5232 -2.4836 0.0847
H -0.6557 1.6291 -1.8377 0.0577
H -0.2597 2.0358 0.4994 0.0903
H -0.9924 1.0950 1.7342 0.0468
H -2.1091 2.0488 0.6853 0.1190
H -3.9175 -1.8377 -0.9431 0.0956
H -2.9007 -1.3286 -2.1756 0.1384
H -3.8970 -0.2914 -1.3680 0.0843
H -3.5901 -1.6723 1.2379 0.1150
H -3.8819 -0.0279 1.1466 0.0981
H -2.6585 -0.5843 2.2578 0.0935
H 3.8806 -1.3525 -1.5210 0.1064
H 2.4363 -0.1383 -1.0997 0.0673
H 4.7537 -1.2240 0.4088 0.1827
```

Computed properties:
Total energy in eV: -15891.53120
Highest occupied orbital energy (alpha / beta) in eV: -10.52 / -13.36
Kohn-Sham gap (alpha / beta) in eV: 5.86 / 10.22
Charge: +1
Max |F| in eV Å⁻¹: 4.31
Energy relative to the best compared isomer or geometry (same formula, charge and spin) in kcal/mol: 83.3

---

Record 2
# C9H19CsNO

A molecular structure, C9H19CsNO at a distorted geometry (wB97M-V/def2-TZVPD, OMol25).

Geometry as XYZ:
```
31
Properties=species:S:1:pos:R:3:mulliken_spin:R:1
Cs 5.4869 31.0668 -3.6802 0.9463
C 8.1895 33.5701 -5.4290 0.0115
C 9.0841 33.4258 -4.1353 -0.0603
C 10.5048 33.9412 -4.4565 0.0074
C 10.5196 35.4642 -4.4749 0.0002
C 9.9203 36.2236 -3.2754 -0.0025
C 8.5584 35.7268 -2.8890 0.0171
N 8.5528 34.2084 -2.8808 0.0136
O 7.3600 33.7477 -2.4413 0.0164
C 8.4047 36.1844 -1.4253 -0.0010
C 7.4261 36.3800 -3.7382 -0.0145
C 9.2089 31.9180 -3.8625 0.1013
H 7.2043 33.5984 -4.9636 0.0030
H 8.3251 32.7131 -6.0887 0.0157
H 8.2960 34.4916 -6.0014 -0.0032
H 11.2201 33.6616 -3.6831 -0.0028
H 10.9371 33.6172 -5.4032 0.0007
H 9.8658 35.7806 -5.2876 0.0005
H 11.5604 35.7593 -4.6078 0.0000
H 9.8635 37.2252 -3.7015 -0.0003
H 10.7061 36.3049 -2.5243 0.0001
H 7.4169 35.9870 -1.0089 0.0025
H 9.0168 35.5777 -0.7581 0.0031
H 8.5567 37.2373 -1.1877 0.0002
H 7.6569 36.7369 -4.7419 -0.0016
H 6.6327 35.6464 -3.8811 0.0165
H 6.9819 37.2062 -3.1829 0.0018
H 9.7335 31.2059 -4.4996 -0.0053
H 8.2418 31.4282 -3.7481 -0.0760
H 9.7127 31.7580 -2.9092 0.0030
H 7.5725 33.3664 -1.5862 0.0067
```

Computed properties:
Total energy in eV: -13722.67051
Highest occupied orbital energy (alpha / beta) in eV: -3.29 / -8.91
2S+1: 2
Kohn-Sham gap (alpha / beta) in eV: 3.44 / 9.08
⟨S²⟩: 0.750
Charge: 0
Max |F| in eV Å⁻¹: 4.19
Energy relative to the best compared isomer or geometry (same formula, charge and spin) in kcal/mol: 9.8

---

Record 3
# C9H19FNOS

A gas-phase ion, C9H19FNOS (charge +1) (wB97M-V/def2-TZVPD, OMol25).

Geometry as XYZ:
```
32
Properties=species:S:1:pos:R:3:lowdin_charge:R:1
C 2.5242 0.1459 1.8472 -0.0669
C 2.8788 -0.6470 0.5983 -0.1922
N 2.2565 -0.1784 -0.6663 -0.0888
C 1.4166 -1.1586 -1.3247 -0.2094
C 0.2195 -1.6586 -0.4716 -0.3280
S -1.3509 -1.1711 -1.2551 1.1842
C -2.1946 -0.0532 -0.0937 -0.3239
C -3.6839 -0.3366 -0.0047 -0.4313
C -4.3701 0.7736 0.7628 -0.0170
F -4.1533 -0.3545 -1.3197 -0.0240
C 1.5799 1.0742 -0.5926 -0.4612
C 2.4116 2.3023 -0.8257 0.0293
O 0.3758 1.1348 -0.4219 0.0602
H 3.0482 -0.3114 2.6861 0.0888
H 2.8816 1.1722 1.7968 0.0800
H 1.4644 0.1210 2.0915 0.0735
H 2.6451 -1.6984 0.7561 0.1187
H 3.9608 -0.5978 0.4741 0.1215
H 1.0749 -0.7433 -2.2702 0.1185
H 2.0317 -2.0201 -1.5758 0.1314
H 0.2015 -2.7460 -0.4133 0.0975
H 0.2271 -1.2792 0.5426 0.0822
H -2.1080 -2.2845 -1.2581 0.0307
H -1.6844 -0.0908 0.8629 0.1071
H -2.0307 0.9373 -0.5094 0.0961
H -3.8704 -1.3102 0.4495 0.1473
H -5.4238 0.5562 0.8975 0.0951
H -3.8922 0.9162 1.7309 0.0959
H -4.2486 1.7054 0.2129 0.0980
H 2.0307 2.7699 -1.7318 0.1017
H 3.4522 2.0436 -0.9879 0.0903
H 2.3297 2.9871 0.0134 0.0950
```

Computed properties:
Total energy in eV: -26724.27376
Highest occupied orbital energy in eV: -12.75
Kohn-Sham gap in eV: 9.80
Charge: +1
Max |F| in eV Å⁻¹: 0.94

---

Record 4
# C9H19IN5O2P2

A gas-phase ion, C9H19IN5O2P2 (charge +1) at a distorted geometry (wB97M-V/def2-TZVPD, OMol25).

Geometry as XYZ:
```
38
Properties=species:S:1:pos:R:3:lowdin_charge:R:1
C 1.3603 -2.7854 1.0813 0.0178
C 1.6250 -1.4732 1.7525 -0.3874
O 2.2504 -1.3991 2.7950 0.1389
N 1.1893 -0.1915 1.1520 0.0355
C 2.2221 0.2827 0.2359 -0.4516
C 2.6398 1.7130 0.2755 -0.0180
O 2.7829 -0.5126 -0.4741 0.1242
C -0.1649 -0.1586 0.7234 -0.3440
N -1.0375 0.8538 1.4188 -0.0621
P -0.3641 2.2669 2.2472 0.7726
N -0.2251 3.5101 1.3222 -0.2562
C -2.1424 0.9488 0.7078 -0.4771
N -3.1937 1.6616 1.0856 0.2394
N -2.1075 0.1807 -0.4313 -0.0200
C -0.6608 -0.0772 -0.7307 -0.8595
I -0.1600 1.7043 -1.8810 1.0282
P -0.7135 -1.6638 -1.7113 0.8869
C -1.9014 -1.2956 -3.0562 -0.2786
C 0.8489 -1.7973 -2.6214 -0.2783
H 0.3804 -2.8346 0.6265 0.0403
H 2.0798 -2.9150 0.2863 0.0918
H 1.4455 -3.5608 1.8177 0.0959
H 2.4477 2.1963 -0.6645 0.0325
H 3.7130 1.6817 0.4046 0.1053
H 2.2355 2.2589 1.1118 0.0449
H -0.6139 -1.0945 1.0518 0.1377
H -1.2406 2.4755 3.3213 0.0161
H 0.8226 1.7708 2.7792 0.0246
H -0.8028 4.2554 1.6902 -0.0165
H -3.5433 1.6365 2.0232 0.1306
H -3.6276 2.2792 0.4239 0.1404
H -2.6336 -0.6764 -0.2237 0.1506
H -2.1729 -2.2325 -3.5151 0.0450
H -2.7653 -0.7595 -2.7030 0.0290
H -1.3994 -0.6837 -3.7958 0.0288
H 1.6457 -2.1942 -2.0187 0.0196
H 1.1213 -0.8609 -3.0927 0.0216
H 0.6600 -2.5098 -3.4142 0.0512
```

Computed properties:
SMILES: CC(=O)N(C(C)=O)[C@H]1N([PH2]=N)C(N)=[NH+][C@]1(I)P(C)C
Total energy in eV: -47857.03263
Highest occupied orbital energy in eV: -11.97
Kohn-Sham gap in eV: 7.98
Charge: +1
Max |F| in eV Å⁻¹: 2.42

---

Record 5
# C9H19N2O3P

C9H19N2O3P in the gas phase at a distorted geometry (wB97M-V/def2-TZVPD, OMol25).

Geometry as XYZ:
```
34
Properties=species:S:1:pos:R:3:lowdin_charge:R:1
C 3.7568 -1.7695 0.4440 -0.0853
C 3.3362 -0.3057 0.6805 -0.2429
N 2.3277 0.0061 -0.3601 -0.0190
C 1.7362 1.3068 -0.2003 -0.3503
O 1.4154 1.7022 1.1291 0.0596
C 0.2052 1.2018 1.4985 -0.4822
O -0.1618 1.0938 2.5666 0.2185
C -0.5467 0.8943 0.1828 -0.2328
C -1.9787 1.4291 0.2582 -0.1361
C -2.8553 0.3448 0.9238 -0.1787
C -3.3492 -0.6944 -0.1100 -0.2742
N -2.8879 -2.0289 0.2839 -0.0162
C 0.3757 1.3635 -0.9543 -0.2809
P 0.1751 0.1875 -2.3587 0.7197
O -1.1517 0.2853 -2.9954 -0.4372
H 2.8488 -2.3696 0.5104 0.0709
H 4.5297 -2.0975 1.1282 0.0711
H 4.0703 -1.8350 -0.5965 0.0709
H 4.1803 0.3757 0.6374 0.1186
H 2.8682 -0.2949 1.6648 0.1107
H 1.6012 -0.6870 -0.1939 0.0767
H 2.4116 2.0926 -0.5231 0.1569
H -0.5365 -0.2033 0.1295 0.1278
H -2.3580 1.6687 -0.7323 0.1116
H -2.0104 2.3197 0.8861 0.1201
H -3.6633 0.7966 1.4941 0.1072
H -2.2092 -0.2089 1.6001 0.0944
H -4.4458 -0.6312 -0.1121 0.1019
H -2.9918 -0.4642 -1.1124 0.0935
H -3.3241 -2.3264 1.1476 0.0661
H -3.0744 -2.7092 -0.4428 0.0617
H 0.1358 2.3141 -1.4274 0.1294
H 0.3255 -1.0970 -1.7756 0.0289
H 1.2453 0.3401 -3.2708 0.0198
```

Computed properties:
SMILES: CCN[C@@H]1OC(=O)[C@@H](CCCN)[C@@H]1[PH2]=O
Total energy in eV: -28052.67451
Highest occupied orbital energy in eV: -9.20
Kohn-Sham gap in eV: 9.98
Charge: 0
Max |F| in eV Å⁻¹: 6.63
Energy relative to the best compared isomer or geometry (same formula, charge and spin) in kcal/mol: 16.9

---

Record 6
# C9H19N2O4Tl

A molecular structure, C9H19N2O4Tl at a distorted geometry (wB97M-V/def2-TZVPD, OMol25).

Geometry as XYZ:
```
35
Properties=species:S:1:pos:R:3:lowdin_charge:R:1
Tl 1.7911 2.9468 -1.8719 1.1368
N 1.9614 4.3952 1.9362 -0.5724
O 1.1136 4.4762 2.7964 0.2280
O 1.6777 3.8996 0.8317 -0.0829
O 3.1034 4.7463 2.1484 0.2404
C -0.0703 1.6045 1.2991 -0.0170
C -0.3587 0.2027 0.7674 -0.4343
C -1.8457 0.1289 0.3887 -0.1131
C -2.3066 -1.1541 -0.2812 -0.1478
C -1.4632 -1.3434 -1.5344 -0.1149
C 0.0520 -1.2605 -1.2954 -0.4452
N 0.3752 -0.1245 -0.4215 0.0430
O 1.6963 0.2756 -0.4401 -0.0553
C 0.5498 -2.5996 -0.6862 0.0429
C 0.7538 -1.0633 -2.6436 -0.0076
C -0.0648 -0.8588 1.9029 0.0796
H 0.9961 1.8068 1.4076 0.0717
H -0.5801 2.4525 0.8340 0.1064
H -0.4308 1.6988 2.3286 0.1175
H -2.5236 0.4088 1.2003 0.1518
H -2.0482 0.9730 -0.2844 0.1375
H -2.2549 -2.0159 0.3979 0.1189
H -3.3797 -1.1576 -0.4787 0.1405
H -1.8251 -0.6185 -2.2764 0.1409
H -1.6959 -2.2555 -2.0918 0.1475
H -0.2481 -3.0360 -0.0810 0.0952
H 1.4050 -2.4775 -0.0200 0.0971
H 0.7416 -3.3342 -1.4635 0.1190
H 0.4114 -1.7857 -3.3826 0.1159
H 1.8310 -1.2222 -2.5541 0.1002
H 0.5894 -0.0841 -3.1007 0.0831
H 1.0065 -0.9655 2.0737 0.1087
H -0.5031 -0.4694 2.8203 0.1175
H -0.5953 -1.7729 1.6633 0.0849
H 2.1387 -0.4164 0.1112 0.1654
```

Computed properties:
Total energy in eV: -25477.63893
Highest occupied orbital energy in eV: -15.78
Kohn-Sham gap in eV: 2.70
Charge: +2
Max |F| in eV Å⁻¹: 1.97
Energy relative to the best compared isomer or geometry (same formula, charge and spin) in kcal/mol: 0.0

---

Record 7
# C9H19N3O4

C9H19N3O4 in the gas phase at a distorted geometry (wB97M-V/def2-TZVPD, OMol25).

Geometry as XYZ:
```
35
Properties=species:S:1:pos:R:3:lowdin_charge:R:1
C -0.0807 0.4000 -0.0393 -0.2920
C -0.8763 -0.7117 0.6897 -0.4288
C 1.2683 -0.0416 -0.7068 -0.1351
C 2.0137 1.1921 -1.3203 -0.2263
C 3.3742 0.8186 -1.9078 -0.2278
C 3.1954 -0.0798 -3.0710 -0.3525
C -2.7827 -1.1777 2.2189 -0.1778
C -3.9729 -0.8999 1.3466 -0.4504
C -2.9633 -0.9837 3.6919 -0.1921
H 0.1101 2.4608 0.4203 0.0625
H 0.9010 1.3883 1.3522 0.0827
H -0.7949 0.7147 -0.8264 0.1533
H 1.1400 -0.8261 -1.4477 0.1032
H 1.9536 -0.4120 0.1511 0.1492
H 1.3350 1.6591 -2.1154 0.1345
H 2.2386 1.9186 -0.5590 0.0845
H 4.0357 0.3892 -1.1289 0.1274
H 3.8633 1.7570 -2.2651 0.1231
H 2.8484 -0.9920 -2.9056 0.0630
H 2.4338 0.3499 -3.7765 0.1342
H 4.4385 -0.9656 -4.3498 0.0568
H 4.5336 0.6302 -4.2382 0.0800
H -1.8617 0.7153 1.8217 0.1147
H -2.4354 -2.1979 1.9915 0.1590
H -1.9745 -1.2325 4.0373 0.1201
H -3.6700 -1.5909 4.2549 0.1336
H -4.0658 0.5781 3.9096 0.0722
H -4.4356 -0.8475 -0.4114 0.1029
N 0.0453 1.5718 0.8482 0.0463
N 4.4794 -0.2290 -3.6803 -0.0028
N -1.6836 -0.2488 1.6858 0.1353
O -0.7148 -1.9135 0.4199 0.0435
O -4.9833 -0.3191 1.7582 0.0939
O -3.1433 0.3891 4.0692 -0.0497
O -3.7693 -1.2633 0.0826 0.1592
```

Computed properties:
SMILES: NCCCC[C@H](N)C(=O)N[C@@H](CO)C(=O)O
Total energy in eV: -22301.29492
Highest occupied orbital energy in eV: -9.46
Kohn-Sham gap in eV: 10.07
Charge: 0
Max |F| in eV Å⁻¹: 4.61
Energy relative to the best compared isomer or geometry (same formula, charge and spin) in kcal/mol: 18.4

---

Record 8
# C9H19NO3P

2 unconnected molecules or ions with the total composition C9H19NO3P at a distorted geometry (wB97M-V/def2-TZVPD, OMol25).

Geometry as XYZ:
```
33
Properties=species:S:1:pos:R:3:lowdin_charge:R:1
C 3.2711 -1.0898 -0.0842 -0.0092
C 2.2537 -0.4677 0.5498 -0.0663
C 2.7568 -1.6173 -1.4271 -0.0677
C 0.9687 -0.6186 -0.1454 -0.1701
C -0.2916 -2.3780 1.5924 0.1839
C -3.8613 -0.7740 0.1545 -0.0187
C 1.0350 3.4396 1.0476 -0.0247
C -2.8292 0.0771 -0.6312 -0.2661
C -0.3438 2.9787 0.5622 -0.2984
N 1.2905 -1.1685 -1.5508 0.1031
O -0.2187 1.1011 -1.8112 -0.2693
O -1.6247 -0.4155 -0.1911 -0.2573
O -0.5478 1.6350 0.7162 -0.1517
P -0.3769 0.4877 -0.3978 0.5626
H 4.1850 -1.3046 0.4460 0.1240
H 2.3511 -0.1791 1.5497 0.1076
H 3.3442 -1.2164 -2.2771 0.1416
H 2.8530 -2.7171 -1.4670 0.1392
H 0.2948 -3.1829 1.4982 -0.0402
H -1.2020 -2.2272 0.9176 0.0282
H -0.0821 -1.7941 2.4871 0.0347
H -4.6980 -1.0448 -0.4273 0.0616
H -3.2690 -1.6442 0.5560 0.0868
H -4.2521 -0.1548 0.9556 0.0799
H 1.1312 3.3179 2.0736 0.0550
H 1.6757 2.7122 0.4715 0.0911
H 1.3218 4.4165 0.7690 0.0730
H -2.8480 1.1899 -0.4296 0.1430
H -2.9097 -0.0956 -1.6802 0.1143
H -0.3966 3.2886 -0.4147 0.0905
H -1.0510 3.5448 1.0504 0.1057
H 1.0840 -0.4625 -2.2456 0.1388
H 0.7430 -2.0218 -1.6157 0.1751
```

Computed properties:
Total energy in eV: -26552.97065
Highest occupied orbital energy (alpha / beta) in eV: -12.33 / -12.72
Kohn-Sham gap (alpha / beta) in eV: 7.04 / 9.06
Charge: +1
Max |F| in eV Å⁻¹: 5.00
Energy relative to the best compared isomer or geometry (same formula, charge and spin) in kcal/mol: 110.5

---

Q: What is the charge in the second record?
A: 0

---

Q: Number 8 is which compound?
A: C9H19NO3P